# 1
Formula: C11H33N11O22
Source: the OMol25 dataset
Level of theory: ωB97M-V/def2-TZVPD

Positions of all 77 atoms, in Å:
C1 2.195 -4.655 -2.958
N1 2.426 -3.431 -2.156
O1 3.582 -3.084 -1.990
O2 1.456 -2.820 -1.774
H1 1.308 -5.146 -2.562
H2 3.060 -5.300 -2.900
H3 1.980 -4.352 -3.979
C2 3.231 0.528 -1.780
N2 4.474 1.222 -2.193
O3 4.789 1.188 -3.362
O4 5.068 1.833 -1.326
H4 3.224 -0.526 -2.041
H5 2.425 1.064 -2.280
H6 3.088 0.669 -0.715
C3 1.520 0.706 -5.817
N3 1.523 -0.185 -4.611
O5 2.465 -0.936 -4.484
O6 0.612 -0.076 -3.815
H7 1.237 0.105 -6.673
H8 2.527 1.104 -5.896
H9 0.825 1.510 -5.612
C4 -4.295 -2.003 2.784
N4 -4.735 -3.377 2.450
O7 -5.595 -3.502 1.598
O8 -4.170 -4.291 3.017
H10 -3.328 -1.857 2.320
H11 -4.247 -1.904 3.866
H12 -5.058 -1.307 2.454
C5 3.681 -1.689 1.163
N5 4.527 -2.634 1.946
O9 4.048 -3.688 2.297
O10 5.658 -2.260 2.187
H13 4.118 -1.627 0.171
H14 3.682 -0.752 1.705
H15 2.680 -2.104 1.124
C6 -4.699 -1.857 -1.545
N6 -3.895 -2.058 -2.770
O11 -4.458 -2.005 -3.841
O12 -2.701 -2.238 -2.618
H16 -4.155 -2.371 -0.756
H17 -5.693 -2.288 -1.602
H18 -4.778 -0.813 -1.271
C7 -4.555 1.807 0.486
N7 -5.827 1.181 0.953
O13 -6.488 1.838 1.718
O14 -6.059 0.035 0.617
H19 -4.831 2.788 0.113
H20 -4.136 1.198 -0.307
H21 -3.910 1.834 1.355
C8 5.097 1.657 2.605
N8 4.028 2.218 1.742
O15 4.239 3.270 1.203
O16 3.022 1.536 1.567
H22 4.657 1.009 3.353
H23 5.642 2.481 3.054
H24 5.773 1.120 1.942
C9 0.285 3.784 0.981
N9 1.331 3.984 -0.060
O17 1.404 3.139 -0.939
O18 2.040 4.954 0.046
H25 0.180 4.736 1.492
H26 0.660 3.058 1.698
H27 -0.615 3.448 0.482
C10 -2.011 2.766 3.945
N10 -3.230 1.936 4.192
O19 -4.296 2.472 3.977
O20 -3.081 0.797 4.580
H28 -1.726 3.142 4.928
H29 -2.338 3.567 3.296
H30 -1.204 2.157 3.560
C11 -0.012 -0.131 -0.127
N11 -1.195 -0.024 0.730
O21 -2.175 -0.671 0.440
O22 -1.094 0.654 1.740
H31 0.705 0.653 0.086
H32 -0.305 -0.065 -1.177
H33 0.421 -1.125 -0.025

The value obtained for the gap between HOMO and LUMO is 10.30 eV. As for the SMILES: C[N+](=O)[O-].C[N+](=O)[O-].C[N+](=O)[O-].C[N+](=O)[O-].C[N+](=O)[O-].C[N+](=O)[O-].C[N+](=O)[O-].C[N+](=O)[O-].C[N+](=O)[O-].C[N+](=O)[O-].C[N+](=O)[O-].

Computed Löwdin charges, given in elementary charges: atom 1 (C): 0.06, atom 2 (N): -0.43, atom 3 (O): 0.06, atom 4 (O): 0.06, atom 5 (H): 0.10, atom 6 (H): 0.10, atom 7 (H): 0.11, atom 8 (C): 0.02, atom 9 (N): -0.42, atom 10 (O): 0.07, atom 11 (O): 0.06, atom 12 (H): 0.07, atom 13 (H): 0.08, atom 14 (H): 0.06, atom 15 (C): 0.06, atom 16 (N): -0.44, atom 17 (O): 0.06, atom 18 (O): 0.05, atom 19 (H): 0.10, atom 20 (H): 0.10, atom 21 (H): 0.10, atom 22 (C): 0.04, atom 23 (N): -0.45, atom 24 (O): 0.06, atom 25 (O): 0.06, atom 26 (H): 0.08, atom 27 (H): 0.10, atom 28 (H): 0.08, atom 29 (C): 0.04, atom 30 (N): -0.45, atom 31 (O): 0.08, atom 32 (O): 0.06, atom 33 (H): 0.09, atom 34 (H): 0.06, atom 35 (H): 0.09, atom 36 (C): 0.03, atom 37 (N): -0.45, atom 38 (O): 0.07, atom 39 (O): 0.05, atom 40 (H): 0.09, atom 41 (H): 0.11, atom 42 (H): 0.07, atom 43 (C): 0.06, atom 44 (N): -0.43, atom 45 (O): 0.09, atom 46 (O): 0.05, atom 47 (H): 0.10, atom 48 (H): 0.08, atom 49 (H): 0.08, atom 50 (C): 0.06, atom 51 (N): -0.42, atom 52 (O): 0.10, atom 53 (O): 0.01, atom 54 (H): 0.10, atom 55 (H): 0.10, atom 56 (H): 0.11, atom 57 (C): 0.04, atom 58 (N): -0.44, atom 59 (O): 0.04, atom 60 (O): 0.08, atom 61 (H): 0.10, atom 62 (H): 0.08, atom 63 (H): 0.09, atom 64 (C): 0.04, atom 65 (N): -0.45, atom 66 (O): 0.06, atom 67 (O): 0.07, atom 68 (H): 0.11, atom 69 (H): 0.09, atom 70 (H): 0.07, atom 71 (C): 0.06, atom 72 (N): -0.41, atom 73 (O): 0.07, atom 74 (O): 0.04, atom 75 (H): 0.07, atom 76 (H): 0.10, atom 77 (H): 0.10

# 2
Formula: C11H34BrCuN8O5
Source: the OMol25 dataset
Level of theory: ωB97M-V/def2-TZVPD

Positions of all 60 atoms, in Å:
Cu1 -8.631 -15.587 8.165
Br1 -9.150 -16.540 5.687
C1 -6.573 -12.914 7.305
O1 -7.433 -13.733 7.624
N1 -6.850 -12.053 6.373
N2 -5.369 -13.001 7.664
H1 -6.082 -11.678 5.835
H2 -7.771 -11.898 5.989
H3 -4.867 -12.127 7.732
H4 -5.086 -13.812 8.194
C2 -11.455 -14.074 7.558
O2 -10.326 -14.240 7.976
N3 -12.004 -14.617 6.499
N4 -12.315 -13.255 8.117
H5 -11.458 -15.356 6.080
H6 -12.774 -14.171 6.021
H7 -13.222 -13.144 7.687
H8 -11.963 -12.531 8.726
C3 -11.190 -17.050 9.705
O3 -10.152 -16.919 9.083
N5 -12.336 -16.466 9.473
N6 -11.313 -17.956 10.567
H9 -12.459 -15.806 8.718
H10 -13.068 -16.729 10.117
H11 -12.116 -18.128 11.155
H12 -10.540 -18.564 10.799
C4 -7.470 -14.489 12.554
C5 -8.605 -14.643 11.500
C6 -9.435 -13.376 11.102
O4 -10.128 -12.927 12.284
C7 -11.374 -12.303 11.911
N7 -7.917 -15.121 10.257
H13 -7.789 -13.891 13.408
H14 -6.635 -14.003 12.048
H15 -7.161 -15.383 13.095
H16 -9.274 -15.423 11.864
H17 -10.086 -13.644 10.269
H18 -8.763 -12.625 10.689
H19 -11.991 -12.211 12.804
H20 -11.987 -12.902 11.237
H21 -11.312 -11.257 11.613
H22 -7.678 -16.102 10.296
H23 -7.033 -14.636 10.197
C8 -5.835 -18.869 7.080
C9 -6.740 -18.167 8.140
C10 -6.414 -18.583 9.598
O5 -7.498 -18.005 10.378
C11 -7.082 -18.000 11.776
N8 -6.656 -16.723 7.909
H24 -6.177 -18.572 6.089
H25 -5.838 -19.935 7.307
H26 -4.811 -18.530 7.236
H27 -7.763 -18.498 7.967
H28 -5.374 -18.531 9.918
H29 -6.725 -19.627 9.624
H30 -6.923 -18.965 12.258
H31 -7.757 -17.474 12.450
H32 -6.166 -17.420 11.889
H33 -5.889 -16.379 8.470
H34 -6.311 -16.771 6.961

The value obtained for the gap between HOMO and LUMO (spin up / spin down) is 8.89 / 7.17 eV. The total charge is +1. The expectation value of S² is 0.75. The spin multiplicity is 2.

Computed Löwdin charges, given in elementary charges: atom 1 (Cu): 0.42, atom 2 (Br): 0.00, atom 3 (C): -0.76, atom 4 (O): -0.03, atom 5 (N): 0.20, atom 6 (N): 0.20, atom 7 (H): 0.12, atom 8 (H): 0.13, atom 9 (H): 0.14, atom 10 (H): 0.13, atom 11 (C): -0.75, atom 12 (O): -0.02, atom 13 (N): 0.19, atom 14 (N): 0.18, atom 15 (H): 0.02, atom 16 (H): 0.13, atom 17 (H): 0.12, atom 18 (H): 0.12, atom 19 (C): -0.75, atom 20 (O): -0.01, atom 21 (N): 0.21, atom 22 (N): 0.20, atom 23 (H): 0.09, atom 24 (H): 0.12, atom 25 (H): 0.13, atom 26 (H): 0.14, atom 27 (C): -0.04, atom 28 (C): -0.32, atom 29 (C): -0.17, atom 30 (O): -0.17, atom 31 (C): -0.10, atom 32 (N): 0.04, atom 33 (H): 0.08, atom 34 (H): 0.08, atom 35 (H): 0.06, atom 36 (H): 0.14, atom 37 (H): 0.08, atom 38 (H): 0.13, atom 39 (H): 0.08, atom 40 (H): 0.07, atom 41 (H): 0.09, atom 42 (H): 0.03, atom 43 (H): 0.07, atom 44 (C): -0.03, atom 45 (C): -0.41, atom 46 (C): -0.15, atom 47 (O): -0.23, atom 48 (C): -0.09, atom 49 (N): 0.03, atom 50 (H): 0.08, atom 51 (H): 0.09, atom 52 (H): 0.08, atom 53 (H): 0.12, atom 54 (H): 0.14, atom 55 (H): 0.13, atom 56 (H): 0.10, atom 57 (H): 0.07, atom 58 (H): 0.09, atom 59 (H): 0.09, atom 60 (H): 0.06

# 3
Formula: C11H34F3O9Y
Source: the OMol25 dataset
Level of theory: ωB97M-V/def2-TZVPD

Positions of all 58 atoms, in Å:
Y1 3.961 -3.363 0.479
C1 0.595 -3.468 0.191
O1 0.688 -2.113 0.028
O2 1.870 -3.976 0.075
C2 -0.027 -3.780 1.564
F1 0.320 -5.000 2.007
F2 0.443 -2.854 2.455
F3 -1.356 -3.670 1.514
C3 -0.361 -1.322 -0.562
C4 0.123 0.103 -0.536
H1 -0.605 0.788 -0.964
H2 0.307 0.413 0.497
H3 1.069 0.173 -1.077
H4 -1.287 -1.451 0.003
H5 -0.555 -1.641 -1.591
H6 -0.069 -3.960 -0.537
C5 1.131 3.904 -0.095
O3 1.066 4.772 -1.195
H7 0.852 2.860 -0.307
H8 2.181 3.859 0.210
H9 0.541 4.248 0.760
H10 0.120 4.878 -1.388
C6 3.488 -0.042 1.421
O4 2.887 -1.360 1.172
H11 4.088 -0.041 2.335
H12 4.151 0.265 0.614
H13 2.690 0.684 1.547
H14 2.046 -1.372 1.672
C7 2.355 -1.781 -4.138
O5 2.589 -0.722 -3.177
H15 1.296 -1.835 -4.403
H16 2.896 -1.547 -5.053
H17 2.660 -2.710 -3.662
H18 2.820 0.079 -3.657
C8 -2.342 3.920 -2.006
O6 -1.757 5.207 -1.851
H19 -3.357 3.989 -1.606
H20 -2.393 3.640 -3.058
H21 -1.849 3.144 -1.425
H22 -2.140 5.774 -2.526
C9 -2.999 0.142 2.599
O7 -3.641 1.380 2.465
H23 -2.789 -0.147 3.630
H24 -3.598 -0.662 2.166
H25 -2.085 0.147 1.982
H26 -3.270 1.988 3.110
C10 -1.742 0.526 -4.075
O8 -2.980 0.576 -3.362
H27 -1.443 -0.516 -4.237
H28 -1.803 1.052 -5.028
H29 -0.992 0.977 -3.427
H30 -3.580 -0.074 -3.740
C11 -0.117 -1.902 5.439
O9 -0.526 -1.014 6.426
H31 -0.919 -2.442 4.950
H32 0.512 -1.402 4.679
H33 0.598 -2.658 5.808
H34 0.241 -0.664 6.886

The value obtained for the gap between HOMO and LUMO is 3.00 eV. The total charge is +2.

Computed Löwdin charges, given in elementary charges: atom 1 (Y): 2.16, atom 2 (C): -0.39, atom 3 (O): -0.12, atom 4 (O): -0.24, atom 5 (C): -0.53, atom 6 (F): 0.17, atom 7 (F): 0.12, atom 8 (F): 0.19, atom 9 (C): -0.18, atom 10 (C): -0.06, atom 11 (H): 0.08, atom 12 (H): 0.07, atom 13 (H): 0.07, atom 14 (H): 0.13, atom 15 (H): 0.13, atom 16 (H): 0.19, atom 17 (C): -0.19, atom 18 (O): -0.10, atom 19 (H): 0.04, atom 20 (H): 0.07, atom 21 (H): 0.09, atom 22 (H): 0.04, atom 23 (C): -0.02, atom 24 (O): -0.24, atom 25 (H): 0.10, atom 26 (H): 0.10, atom 27 (H): 0.11, atom 28 (H): 0.11, atom 29 (C): -0.12, atom 30 (O): -0.16, atom 31 (H): 0.08, atom 32 (H): 0.09, atom 33 (H): 0.06, atom 34 (H): 0.08, atom 35 (C): -0.13, atom 36 (O): -0.12, atom 37 (H): 0.09, atom 38 (H): 0.08, atom 39 (H): 0.06, atom 40 (H): 0.10, atom 41 (C): -0.18, atom 42 (O): -0.10, atom 43 (H): 0.08, atom 44 (H): 0.08, atom 45 (H): 0.05, atom 46 (H): 0.08, atom 47 (C): -0.16, atom 48 (O): -0.13, atom 49 (H): 0.07, atom 50 (H): 0.08, atom 51 (H): 0.06, atom 52 (H): 0.08, atom 53 (C): -0.21, atom 54 (O): -0.09, atom 55 (H): 0.08, atom 56 (H): 0.05, atom 57 (H): 0.08, atom 58 (H): 0.09